Density functional theory data (ωB97M-V with the def2-TZVPD basis set) for an isolated molecule of C4H12N2 in a non-equilibrium geometry.

Results
SMILES string	CCCNCN
charge	0
Kohn-Sham gap	0.335	Eh

Last columns: bonded neighbours and bond lengths (Å).
Geometry (Å):
1 C -2.051 0.624 -1.341  C2 1.542, H7 1.122, H8 0.994, H9 1.080
2 C -0.694 -0.105 -1.259  C1 1.542, C3 1.537, H10 1.144, H11 1.111
3 C -0.419 -1.046 -0.075  C2 1.537, N4 1.397, H12 1.049, H13 1.247
4 N -0.053 -0.516 1.165  C3 1.397, C5 1.471, H14 1.009
5 C 1.171 0.261 1.416  N4 1.471, N6 1.496, H15 1.194, H16 1.116
6 N 2.056 0.571 0.250  C5 1.496, H17 0.905, H18 0.945
7 H -2.076 1.493 -0.633  C1 1.122
8 H -2.960 0.246 -1.210  C1 0.994
9 H -2.098 1.080 -2.320  C1 1.080
10 H -0.548 -0.655 -2.251  C2 1.144
11 H 0.045 0.706 -1.435  C2 1.111
12 H 0.270 -1.779 -0.376  C3 1.049
13 H -1.425 -1.768 0.065  C3 1.247
14 H -0.836 -0.204 1.721  N4 1.009
15 H 0.999 1.228 2.095  C5 1.194
16 H 1.778 -0.392 2.088  C5 1.116
17 H 1.843 0.522 -0.627  N6 0.905
18 H 2.943 0.741 0.526  N6 0.945


Density functional theory data (ωB97M-V with the def2-TZVPD basis set) for a cluster of 2 separate species, C4H12N2 in total.

Results
SMILES string	C=CN.CNC
charge	0
Kohn-Sham gap	0.343	Eh

Last columns: bonded neighbours and bond lengths (Å).
Geometry (Å):
1 C 1.481 3.134 -1.901  C2 1.333, H4 1.085, H5 1.079
2 C 1.156 2.323 -0.895  C1 1.333, N3 1.388, H6 1.081
3 N 0.842 0.974 -0.973  C2 1.388, H7 1.008, H8 1.008
4 H 1.723 2.750 -2.887  C1 1.085
5 H 1.616 4.191 -1.731  C1 1.079
6 H 1.099 2.713 0.112  C2 1.081
7 H 0.913 0.516 -1.868  N3 1.008
8 H 1.207 0.400 -0.228  N3 1.008
9 C -1.333 -0.872 1.808  N10 1.475, H12 1.085, H13 1.090, H14 1.090
10 N -0.669 -2.148 1.481  C9 1.475, C11 1.450, H15 1.007
11 C -1.094 -2.747 0.231  N10 1.450, H16 1.095, H17 1.092, H18 1.099
12 H -0.628 -0.066 1.629  C9 1.085
13 H -2.194 -0.626 1.188  C9 1.090
14 H -1.619 -0.923 2.859  C9 1.090
15 H -0.798 -2.787 2.249  N10 1.007
16 H -0.281 -3.312 -0.236  C11 1.095
17 H -1.325 -1.977 -0.507  C11 1.092
18 H -1.978 -3.397 0.303  C11 1.099


Density functional theory data (ωB97M-V with the def2-TZVPD basis set) for an isolated molecule of C4H12N2 in a non-equilibrium geometry.

Results
SMILES string	NCCCCN
charge	0
Kohn-Sham gap	0.368	Eh

Last columns: bonded neighbours and bond lengths (Å).
Geometry (Å):
1 N 1.346 1.835 0.678  C2 1.452, H7 1.013, H8 1.013
2 C 1.435 1.178 -0.614  N1 1.452, C3 1.528, H9 1.095, H10 1.098
3 C 0.222 0.400 -1.124  C2 1.528, C4 1.521, H11 1.090, H12 1.066
4 C 0.064 -0.982 -0.508  C3 1.521, C5 1.586, H13 1.087, H14 1.086
5 C -1.427 -1.282 -0.055  C4 1.586, N6 1.469, H15 1.084, H16 1.093
6 N -1.600 -1.145 1.397  C5 1.469, H17 1.004, H18 1.008
7 H 1.012 1.221 1.411  N1 1.013
8 H 0.706 2.619 0.638  N1 1.013
9 H 2.359 0.593 -0.645  C2 1.095
10 H 1.652 1.933 -1.382  C2 1.098
11 H -0.648 1.049 -1.220  C3 1.090
12 H 0.369 0.273 -2.171  C3 1.066
13 H 0.598 -0.995 0.439  C4 1.087
14 H 0.363 -1.900 -1.003  C4 1.086
15 H -2.181 -0.673 -0.542  C5 1.084
16 H -1.610 -2.332 -0.296  C5 1.093
17 H -1.321 -1.898 1.999  N6 1.004
18 H -1.196 -0.261 1.665  N6 1.008


Density functional theory data (ωB97M-V with the def2-TZVPD basis set) for an isolated molecule of C4H12N2 in a non-equilibrium geometry.

Results
SMILES string	CN[C@@H](C)CN
charge	0
Kohn-Sham gap	0.366	Eh

Last columns: bonded neighbours and bond lengths (Å).
Geometry (Å):
1 C -1.147 -1.015 1.409  N2 1.524, H7 1.074, H8 1.115, H9 1.106
2 N -1.423 0.250 0.605  C1 1.524, C3 1.488, H10 1.089
3 C -0.201 0.699 -0.116  N2 1.488, C4 1.521, C5 1.656, H11 1.027
4 C 0.997 0.921 0.795  C3 1.521, H12 1.081, H13 1.151, H14 1.079
5 C 0.099 -0.341 -1.369  C3 1.656, N6 1.506, H15 1.145, H16 1.118
6 N 1.105 0.283 -2.300  C5 1.506, H17 0.956, H18 1.018
7 H -1.498 -0.886 2.416  C1 1.074
8 H -1.725 -1.919 1.104  C1 1.115
9 H -0.103 -1.363 1.524  C1 1.106
10 H -1.700 0.978 1.366  N2 1.089
11 H -0.584 1.595 -0.441  C3 1.027
12 H 1.553 0.013 0.985  C4 1.081
13 H 0.528 1.363 1.749  C4 1.151
14 H 1.759 1.557 0.373  C4 1.079
15 H 0.402 -1.386 -1.010  C5 1.145
16 H -0.854 -0.492 -1.934  C5 1.118
17 H 1.953 -0.048 -2.009  N6 0.956
18 H 0.840 -0.210 -3.150  N6 1.018


Density functional theory data (ωB97M-V with the def2-TZVPD basis set) for an isolated molecule of C4H12N2 in a non-equilibrium geometry.

Results
SMILES string	CNCCNC
charge	0
Kohn-Sham gap	0.352	Eh

Last columns: bonded neighbours and bond lengths (Å).
Geometry (Å):
1 C -2.608 -0.582 0.756  N2 1.459, H7 1.094, H8 1.080, H9 1.090
2 N -1.315 -0.456 0.092  C1 1.459, C3 1.482, H10 1.013
3 C -0.663 0.857 0.312  N2 1.482, C4 1.557, H11 1.080, H12 1.107
4 C 0.684 0.935 -0.463  C3 1.557, N5 1.445, H13 1.085, H14 1.115
5 N 1.455 -0.127 0.142  C4 1.445, C6 1.490, H15 1.006
6 C 2.593 -0.556 -0.719  N5 1.490, H16 1.098, H17 1.103, H18 1.090
7 H -3.008 0.301 1.262  C1 1.094
8 H -3.451 -0.940 0.183  C1 1.080
9 H -2.502 -1.358 1.514  C1 1.090
10 H -1.474 -0.605 -0.897  N2 1.013
11 H -0.437 0.826 1.367  C3 1.080
12 H -1.361 1.609 -0.102  C3 1.107
13 H 1.143 1.913 -0.365  C4 1.085
14 H 0.448 0.692 -1.526  C4 1.115
15 H 0.988 -0.954 0.474  N5 1.006
16 H 3.202 -1.403 -0.379  C6 1.098
17 H 3.354 0.236 -0.619  C6 1.103
18 H 2.283 -0.625 -1.762  C6 1.090


Density functional theory data (ωB97M-V with the def2-TZVPD basis set) for a cluster of 2 separate species, C4H12N2 in total in a non-equilibrium geometry.

Results
SMILES string	C=NC.CCN
charge	0
Kohn-Sham gap	0.384	Eh

Last columns: bonded neighbours and bond lengths (Å).
Geometry (Å):
1 C -0.842 0.461 -2.012  N2 1.263, H4 1.086, H5 1.097
2 N -1.936 0.730 -1.441  C1 1.263, C3 1.467
3 C -2.236 -0.016 -0.215  N2 1.467, H6 1.086, H7 1.095, H8 1.088
4 H -0.691 0.861 -3.011  C1 1.086
5 H -0.203 -0.355 -1.653  C1 1.097
6 H -3.158 0.359 0.219  C3 1.086
7 H -1.442 0.109 0.529  C3 1.095
8 H -2.245 -1.077 -0.454  C3 1.088
9 C 1.021 -1.346 1.554  C10 1.529, H12 1.080, H13 1.095, H14 1.092
10 C 2.059 -0.478 0.842  C9 1.529, N11 1.476, H15 1.091, H16 1.071
11 N 1.638 0.931 0.705  C10 1.476, H17 1.016, H18 1.013
12 H 0.242 -1.612 0.855  C9 1.080
13 H 1.477 -2.223 2.025  C9 1.095
14 H 0.627 -0.816 2.424  C9 1.092
15 H 3.001 -0.486 1.394  C10 1.091
16 H 2.257 -0.843 -0.145  C10 1.071
17 H 0.771 0.971 0.177  N11 1.016
18 H 1.408 1.241 1.641  N11 1.013


Density functional theory data (ωB97M-V with the def2-TZVPD basis set) for a cluster of 2 separate species, C4H12N2 in total.

Results
SMILES string	C=NC.CNC
charge	0
Kohn-Sham gap	0.365	Eh

Last columns: bonded neighbours and bond lengths (Å).
Geometry (Å):
1 C -1.764 -1.023 -0.103  N2 1.256, H4 1.083, H5 1.100
2 N -2.531 -0.577 0.785  C1 1.256, C3 1.447
3 C -3.461 0.465 0.409  N2 1.447, H6 1.101, H7 1.088, H8 1.085
4 H -0.929 -1.691 0.067  C1 1.083
5 H -1.902 -0.745 -1.159  C1 1.100
6 H -3.391 0.726 -0.658  C3 1.101
7 H -3.292 1.342 1.030  C3 1.088
8 H -4.480 0.160 0.626  C3 1.085
9 C 2.564 -0.090 0.854  N10 1.447, H12 1.101, H13 1.084, H14 1.095
10 N 1.911 0.543 -0.272  C9 1.447, C11 1.453, H15 1.012
11 C 2.716 0.450 -1.477  N10 1.453, H16 1.085, H17 1.097, H18 1.098
12 H 3.533 0.362 1.116  C9 1.101
13 H 1.910 -0.121 1.718  C9 1.084
14 H 2.841 -1.111 0.570  C9 1.095
15 H 1.685 1.511 -0.083  N10 1.012
16 H 2.246 1.039 -2.257  C11 1.085
17 H 2.684 -0.572 -1.876  C11 1.097
18 H 3.775 0.709 -1.344  C11 1.098


Density functional theory data (ωB97M-V with the def2-TZVPD basis set) for an isolated molecule of C4H12N2 in a non-equilibrium geometry.

Results
multiplicity	3
charge	0
Kohn-Sham gap (spin up / spin down)	0.146 / 0.249	Eh

Last columns: bonded neighbours and bond lengths (Å).
Geometry (Å):
1 C 2.237 0.063 1.311  C4 1.530, H7 1.073, H8 1.121, H9 1.087
2 C -2.189 -0.371 0.078  N6 1.438, H10 1.140, H11 1.186, H12 1.065
3 C -0.849 0.529 -1.641  N6 1.473, H13 1.146, H14 1.056, H15 1.058
4 C 1.225 -0.649 0.410  C1 1.530, N5 1.444, H16 1.093, H17 1.009
5 N -0.062 -0.005 0.524  C4 1.444, N6 1.349, H18 1.079
6 N -0.868 -0.389 -0.488  C2 1.438, C3 1.473, N5 1.349
7 H 1.967 0.040 2.349  C1 1.073
8 H 3.221 -0.395 1.033  C1 1.121
9 H 2.362 1.112 1.057  C1 1.087
10 H -2.101 -1.094 0.954  C2 1.140
11 H -2.550 0.658 0.547  C2 1.186
12 H -2.840 -0.719 -0.690  C2 1.065
13 H 0.146 0.748 -2.167  C3 1.146
14 H -1.520 0.121 -2.346  C3 1.056
15 H -1.109 1.512 -1.347  C3 1.058
16 H 1.631 -0.558 -0.601  C4 1.093
17 H 1.106 -1.647 0.501  C4 1.009
18 H 0.193 1.044 0.515  N5 1.079


Computed values of relative energy (zero: lowest compared OMol25 entry of this formula, charge and spin) (unit: kJ/mol) for the preceding records, in sequence: 257.2 149.7 101.8 168.9 145.5 149.8 166.0 123.9.